Entry 1:
{
  "formula": "C19H28Cl3N3O6PSV",
  "method": "ωB97M-V/def2-TZVPD",
  "species": ["V", "C", "H", "H", "H", "C", "C", "C", "C", "C", "C", "C", "S", "O", "O", "N", "C", "C", "C", "O", "O", "H", "H", "H", "H", "H", "H", "H", "H", "H", "H", "H", "H", "Cl", "C", "Cl", "Cl", "C", "O", "O", "C", "P", "C", "C", "H", "H", "H", "H", "H", "H", "H", "H", "H", "N", "C", "C", "N", "C", "H", "H", "H", "H"],
  "coordinates": [[1.49160, 2.92400, 0.68126], [0.53887, 4.70440, 0.86875], [0.74494, 5.30139, -0.01981], [0.92708, 5.20770, 1.75358], [-0.53284, 4.53368, 0.96401], [-5.95112, -5.38351, -0.93369], [-4.66036, -4.70451, -1.28069], [-3.69467, -4.45478, -0.31448], [-2.49586, -3.83532, -0.63971], [-2.25874, -3.46456, -1.95085], [-3.20733, -3.71327, -2.93774], [-4.39715, -4.32411, -2.59929], [-0.75267, -2.66695, -2.40053], [-0.31840, -3.18698, -3.65842], [0.09199, -2.65812, -1.23545], [-1.12551, -1.08651, -2.69911], [-1.57210, -0.25370, -1.59825], [-1.23231, 1.22547, -1.86439], [-1.19749, 1.94322, -0.54464], [-2.08596, 2.23133, 0.19402], [0.11230, 2.16515, -0.14107], [-6.00821, -5.60645, 0.12979], [-6.05110, -6.31931, -1.48456], [-6.80556, -4.75845, -1.19537], [-3.87758, -4.75760, 0.70853], [-1.74241, -3.65522, 0.11440], [-3.00410, -3.45959, -3.97036], [-5.12973, -4.52604, -3.37025], [-1.61721, -0.99021, -3.58015], [-1.02313, -0.59916, -0.72039], [-2.63991, -0.36928, -1.38632], [-1.97938, 1.69401, -2.50655], [-0.25678, 1.29143, -2.33659], [6.02430, 3.56717, 1.26074], [5.10309, 3.84523, -0.20403], [5.39891, 5.47080, -0.83428], [5.50220, 2.62208, -1.41306], [3.60088, 3.76397, 0.06188], [2.74751, 3.61331, -0.83669], [3.18428, 3.75998, 1.26192], [1.27716, -0.68873, 1.24658], [2.55212, 0.39139, 0.50681], [4.10552, -0.28898, 1.16788], [2.61303, -0.08131, -1.25238], [1.20224, -1.63754, 0.71462], [0.30102, -0.20288, 1.23413], [1.53615, -0.88730, 2.28803], [4.19021, -1.35591, 0.95664], [4.15712, -0.14193, 2.24704], [4.94874, 0.22954, 0.71132], [2.30739, -1.11507, -1.40832], [3.63316, 0.04726, -1.61379], [1.97118, 0.56645, -1.85022], [-0.24265, 2.14849, 4.42623], [1.06787, 2.02541, 4.82289], [1.81565, 2.24603, 3.71306], [0.97046, 2.50439, 2.65630], [-0.26376, 2.44170, 3.11996], [-1.05799, 2.04943, 5.00678], [1.33815, 1.80427, 5.83901], [2.88493, 2.26458, 3.59113], [-1.15806, 2.59001, 2.53414]],
  "forces_ev_per_a": [[-1.32, -0.38, -0.53], [0.15, 0.19, 0.03], [0.01, -0.02, -0.02], [-0.03, 0.02, 0.01], [-0.01, -0.02, 0.04], [-0.05, -0.03, 0.03], [0.05, 0.04, -0.07], [0.00, 0.00, 0.02], [0.04, 0.04, 0.10], [-0.02, 0.03, -0.06], [0.00, -0.02, -0.12], [0.00, -0.01, 0.06], [-0.04, -0.02, 0.03], [0.03, 0.03, 0.08], [0.04, 0.03, -0.12], [0.04, -0.08, -0.09], [-0.03, 0.00, 0.10], [-0.36, 0.01, 0.05], [0.98, -0.02, 0.20], [-0.22, -0.02, -0.13], [0.40, 0.26, 0.26], [0.00, -0.02, 0.01], [-0.01, -0.01, 0.00], [0.00, 0.01, -0.02], [0.01, 0.00, 0.02], [0.02, 0.00, 0.00], [0.04, 0.02, 0.00], [-0.02, 0.00, -0.01], [0.00, 0.04, 0.05], [-0.02, 0.02, 0.00], [0.03, 0.06, 0.00], [-0.01, -0.04, 0.01], [0.01, 0.02, -0.03], [0.01, 0.01, 0.03], [0.04, 0.21, -0.36], [0.01, -0.02, 0.00], [0.04, -0.03, -0.04], [-0.11, -0.07, 0.49], [-0.06, -0.33, -0.20], [0.26, -0.16, 0.50], [-0.01, -0.09, 0.07], [-0.03, 0.16, 0.03], [0.05, 0.01, 0.04], [-0.02, 0.03, -0.13], [0.02, 0.01, -0.01], [0.01, 0.01, -0.04], [0.01, 0.05, 0.01], [-0.03, 0.00, -0.03], [-0.02, 0.02, -0.01], [0.02, 0.01, 0.00], [-0.01, -0.06, 0.05], [0.01, 0.04, 0.00], [-0.03, -0.03, 0.04], [0.05, 0.05, -0.20], [0.04, -0.03, 0.08], [0.12, 0.00, 0.07], [0.09, 0.12, -0.34], [-0.16, 0.00, -0.08], [-0.02, -0.01, 0.06], [0.04, 0.00, 0.00], [0.00, -0.01, 0.04], [0.00, -0.01, 0.01]],
  "total_energy_ev": -120287.8107,
  "charge": 1,
  "homo_lumo_gap_ev": [7.04, 7.66],
  "spin_multiplicity": 2,
  "fmax_ev_per_a": 1.468,
  "homo_ev": [-11.5348, -11.5348],
  "relative_energy_kcal_mol": 13.6,
  "e_lumo_ha": [-0.1653, -0.1426]
}



Entry 2:
{
  "formula": "C3H7N4S",
  "method": "ωB97M-V/def2-TZVPD",
  "species": ["C", "C", "C", "N", "N", "N", "N", "S", "H", "H", "H", "H", "H", "H", "H"],
  "coordinates": [[1.32389, -0.05507, -0.12731], [-0.71386, -1.65672, 0.65602], [-1.13302, -0.19357, 0.20124], [1.11421, -1.34308, -0.49768], [0.16403, -2.05747, -0.41076], [-0.00668, 0.67534, -0.01523], [-0.37303, 1.87664, -0.46164], [2.86733, 0.51550, 0.28678], [-0.14874, -1.53544, 1.53818], [-1.46399, -2.43448, 0.75769], [-1.68589, -0.29210, -0.87339], [-1.75282, 0.20463, 0.95339], [2.52073, 1.74216, 0.01095], [-1.06979, 1.87565, -1.31107], [0.35762, 2.67802, -0.70719]],
  "forces_ev_per_a": [[-4.29, 0.69, 0.48], [-0.88, 1.41, -1.00], [-0.77, -2.72, -3.30], [2.60, 2.19, -1.09], [-0.97, -1.81, 0.22], [4.35, -2.79, 0.52], [-0.26, 4.33, -3.39], [0.12, -0.69, -0.15], [0.67, -0.11, 1.32], [-0.52, 0.63, 0.09], [0.73, 0.32, 2.51], [-0.82, 0.65, 0.73], [-0.04, 1.21, -0.04], [1.67, -0.51, 1.93], [-1.57, -2.80, 1.18]],
  "total_energy_ev": -20008.2812,
  "charge": 1,
  "homo_lumo_gap_ev": [7.58, 7.57],
  "fmax_ev_per_a": 5.508,
  "homo_ev": [-13.5296, -13.5231],
  "relative_energy_kcal_mol": 101.0,
  "e_lumo_ha": [-0.2186, -0.2187]
}



Entry 3:
{
  "formula": "C8H14NP",
  "method": "ωB97M-V/def2-TZVPD",
  "species": ["C", "C", "C", "C", "C", "C", "C", "C", "N", "P", "H", "H", "H", "H", "H", "H", "H", "H", "H", "H", "H", "H", "H", "H"],
  "coordinates": [[0.61964, 2.78120, -0.16049], [-0.40747, 2.00190, 0.41680], [1.35494, 1.95979, -0.97211], [-0.21999, 0.73624, -0.05590], [2.39759, -1.15959, -0.75142], [-3.05287, -0.39937, 0.56139], [-0.91055, -1.73831, 1.72171], [1.32964, -0.45552, -1.58617], [0.82032, 0.70841, -0.91704], [-1.49809, -1.24793, 0.03002], [0.78171, 3.83061, -0.00383], [-1.16829, 2.33933, 1.09202], [2.21542, 2.16419, -1.58189], [3.25306, -0.50446, -0.59700], [2.73376, -2.06770, -1.24738], [1.98592, -1.42419, 0.22023], [-3.80181, -1.14303, 0.84726], [-3.43595, 0.18134, -0.27727], [-2.85251, 0.26298, 1.40470], [0.09264, -2.15613, 1.65599], [-1.57532, -2.50018, 2.13171], [-0.89801, -0.87717, 2.38207], [0.49145, -1.13806, -1.75994], [1.74476, -0.15436, -2.55347]],
  "forces_ev_per_a": [[0.16, 0.25, -0.07], [-0.01, -0.06, 0.16], [0.29, 0.38, -0.12], [-2.60, -3.78, 0.02], [-0.14, 0.09, -0.15], [0.25, -0.02, -0.19], [-0.01, -0.03, -0.37], [0.35, -0.51, -0.08], [0.01, 0.31, -0.08], [1.62, 3.08, 0.65], [0.09, 0.16, 0.00], [-0.18, 0.02, 0.11], [0.12, 0.04, -0.08], [0.06, 0.00, 0.04], [0.05, -0.07, -0.03], [0.02, -0.03, 0.09], [0.08, 0.02, -0.01], [-0.06, 0.01, 0.06], [-0.10, -0.02, -0.04], [0.01, -0.02, 0.04], [-0.03, -0.05, -0.03], [0.00, 0.06, 0.09], [0.16, 0.18, -0.11], [-0.14, -0.02, 0.10]],
  "total_energy_ev": -19300.4134,
  "homo_lumo_gap_ev": 8.82,
  "fmax_ev_per_a": 4.588,
  "homo_ev": -7.9568,
  "relative_energy_kcal_mol": 1.3,
  "e_lumo_ha": 0.0317
}